Entry 1:
Density functional theory data (ωB97M-V with the def2-TZVPD basis set) for C26H18ClN4OPdSe2 as an isolated structure.

highest occupied orbital energy	-3.068	eV

```
! RIJCOSX wB97M-V def2-TZVPD def2/J DEFGRID3
* xyz -1 1
Pd 0.743 -0.339 -0.617
Cl 0.401 1.951 6.255
C 0.851 1.451 4.636
C 2.006 2.011 4.036
C 2.382 1.651 2.782
C 1.619 0.717 2.003
O 2.019 0.439 0.829
C 0.463 0.153 2.639
C -0.339 -0.849 2.055
N -0.248 -1.300 0.842
C -1.075 -2.348 0.370
C -1.858 -3.171 1.132
C -2.670 -4.157 0.527
C -2.668 -4.336 -0.825
C -1.832 -3.533 -1.636
C -1.732 -3.678 -3.047
C -0.867 -2.904 -3.743
C -0.084 -1.941 -3.058
N -0.170 -1.769 -1.768
C -1.037 -2.551 -1.035
C 0.107 0.547 3.961
H 2.574 2.753 4.583
H 3.230 2.107 2.290
H -1.112 -1.268 2.695
H -1.860 -3.075 2.209
H -3.292 -4.782 1.156
H -3.289 -5.092 -1.291
H -2.346 -4.419 -3.546
H -0.767 -2.985 -4.816
H 0.632 -1.336 -3.585
H -0.781 0.124 4.417
Se 1.242 3.629 0.029
Se -0.734 1.356 -3.460
C 1.110 1.255 -3.175
C 1.981 1.910 -4.086
C 3.339 1.873 -3.950
C 3.903 1.192 -2.867
C 3.048 0.598 -1.985
N 1.699 0.601 -2.130
C -0.329 2.838 0.683
C -1.032 3.464 1.757
C -2.203 2.945 2.243
C -2.730 1.785 1.657
C -1.989 1.220 0.644
N -0.819 1.677 0.187
H 1.514 2.451 -4.895
H 3.971 2.384 -4.668
H 4.970 1.159 -2.695
H 3.411 0.121 -1.087
H -0.610 4.371 2.166
H -2.720 3.434 3.063
H -3.669 1.349 1.973
H -2.357 0.322 0.149
*
```

***

Entry 2:
Density functional theory data (ωB97M-V with the def2-TZVPD basis set) for C5H11ISi as an isolated structure.

highest occupied orbital energy	-8.670	eV

```
! RIJCOSX wB97M-V def2-TZVPD def2/J DEFGRID3
* xyz 0 1
C -1.228 -0.027 0.384
C -0.125 0.540 -0.186
C 0.182 1.982 -0.017
C 0.739 -0.274 -1.149
C -4.091 -1.450 0.082
Si -1.681 -1.803 0.243
I -4.547 0.717 -0.103
H -1.797 0.646 1.157
H -0.337 2.278 0.889
H 1.245 2.372 -0.144
H -0.452 2.529 -0.858
H 1.346 0.564 -1.657
H 0.083 -0.666 -1.879
H 1.399 -1.048 -0.680
H -4.740 -1.739 0.842
H -4.340 -1.963 -0.830
H -1.019 -2.546 -0.851
H -1.459 -2.472 1.588
*
```

***

Entry 3:
Density functional theory data (ωB97M-V with the def2-TZVPD basis set) for one molecule with the formula C4H7N3S.

highest occupied orbital energy	-7.502	eV
SMILES	[H]/N=c1/[nH]cc(C)n1S

```
! RIJCOSX wB97M-V def2-TZVPD def2/J DEFGRID3
* xyz 0 1
H 2.507 1.870 -0.118
N 2.689 0.851 -0.088
C 1.588 0.222 -0.080
N 1.462 -1.150 -0.058
C 0.116 -1.540 -0.052
C -0.647 -0.440 -0.085
C -2.126 -0.267 -0.089
N 0.243 0.666 -0.100
S -0.194 2.290 -0.144
H 2.272 -1.732 -0.076
H -0.158 -2.563 -0.038
H -2.481 0.257 -0.964
H -2.455 0.274 0.778
H -2.589 -1.289 -0.064
H -0.227 2.551 1.177
*
```

***

Number 2 is which compound? C5H11ISi